i) {"formula": "C22H29N3O2S", "method": "ωB97M-V with the def2-TZVPD basis set", "elements": ["C", "C", "C", "C", "N", "C", "H", "C", "N", "C", "O", "C", "C", "C", "C", "C", "C", "C", "C", "C", "C", "N", "C", "O", "C", "C", "H", "H", "H", "H", "H", "H", "H", "H", "H", "S", "H", "H", "H", "H", "H", "C", "C", "H", "H", "H", "H", "H", "H", "H", "H", "H", "H", "H", "H", "H", "H"], "xyz": [[-7.79, -2.40, -0.24], [-6.99, -1.54, -1.36], [-6.28, -0.22, -0.78], [-5.19, -0.72, 0.10], [-4.43, 0.31, 0.30], [-3.09, 0.15, 0.60], [-2.67, 0.84, 1.38], [-2.40, 0.40, -0.96], [-1.01, 0.19, -0.88], [-0.03, 1.14, -0.80], [-0.44, 2.55, -0.91], [1.24, 0.88, -0.74], [2.44, 1.45, -0.83], [3.67, 1.06, -0.50], [3.50, -0.40, -0.44], [4.56, -1.26, 0.03], [4.54, -2.76, 0.20], [5.57, -3.44, 0.45], [6.97, -2.69, 0.27], [6.99, -1.40, 0.21], [5.86, -0.63, -0.22], [5.92, 0.82, -0.23], [4.96, 1.71, -0.51], [5.08, 2.83, -0.59], [7.35, 1.52, -0.67], [7.96, 1.69, 0.96], [8.87, 1.94, 0.89], [7.24, 2.53, 1.42], [7.87, 0.74, 1.69], [8.08, 0.67, -0.91], [7.24, 2.39, -1.04], [7.99, -1.07, -0.04], [7.78, -3.36, 0.52], [5.48, -4.57, 0.53], [3.47, -3.09, 0.18], [1.89, -0.65, -0.29], [2.35, 2.69, -1.07], [-0.64, -0.75, -0.32], [-2.84, -0.27, -1.53], [-2.65, 1.53, -1.10], [-2.74, -0.85, 1.11], [-5.13, 1.34, 1.80], [-4.79, 2.71, 1.40], [-5.18, 2.95, 0.46], [-5.23, 3.38, 2.12], [-3.47, 2.88, 1.33], [-5.99, 1.01, 1.63], [-4.45, 0.77, 2.57], [-4.58, -1.28, -0.55], [-5.71, -1.15, 1.08], [-6.05, 0.38, -1.60], [-7.14, 0.31, -0.22], [-7.70, -1.11, -2.18], [-6.35, -2.21, -1.81], [-8.27, -3.27, -0.69], [-8.50, -1.71, 0.47], [-7.14, -2.91, 0.29]], "orbital_gap_ev": 6.86}

---

ii) {"formula": "C22H29N3O2S", "method": "ωB97M-V with the def2-TZVPD basis set", "elements": ["C", "H", "H", "H", "S", "C", "H", "H", "C", "N", "C", "C", "C", "C", "C", "H", "H", "H", "H", "H", "O", "C", "C", "C", "C", "C", "C", "H", "H", "H", "C", "O", "N", "H", "C", "C", "N", "C", "C", "C", "C", "H", "H", "H", "H", "H", "H", "H", "H", "H", "H", "H", "C", "H", "H", "H", "H"], "xyz": [[-5.03, -3.09, -0.04], [-5.16, -3.83, -0.82], [-5.80, -3.21, 0.72], [-4.04, -3.19, 0.40], [-5.20, -1.46, -0.82], [-5.11, -0.38, 0.65], [-5.81, -0.79, 1.38], [-5.49, 0.58, 0.31], [-3.72, -0.24, 1.27], [-2.70, 0.39, 0.45], [-1.99, -0.48, -0.46], [-0.68, 0.19, -0.88], [-0.99, 1.51, -1.58], [-1.82, 2.38, -0.63], [-3.08, 1.62, -0.22], [-3.66, 2.24, 0.47], [-3.69, 1.43, -1.12], [-2.10, 3.31, -1.12], [-1.23, 2.61, 0.26], [-1.57, 1.31, -2.49], [0.16, 2.19, -2.08], [1.11, 2.60, -1.17], [2.11, 1.73, -0.76], [3.10, 2.16, 0.12], [3.08, 3.47, 0.59], [2.09, 4.34, 0.16], [1.11, 3.91, -0.71], [0.34, 4.59, -1.06], [2.09, 5.36, 0.52], [3.84, 3.78, 1.29], [4.15, 1.22, 0.62], [4.59, 1.27, 1.75], [4.60, 0.35, -0.31], [4.11, 0.28, -1.19], [5.33, -0.84, 0.06], [4.50, -2.08, -0.15], [3.34, -1.92, -0.79], [2.57, -2.97, -0.98], [2.91, -4.25, -0.57], [4.12, -4.42, 0.09], [4.93, -3.32, 0.31], [5.87, -3.41, 0.82], [4.42, -5.40, 0.43], [2.25, -5.08, -0.75], [1.64, -2.78, -1.50], [6.25, -0.91, -0.53], [5.60, -0.73, 1.11], [2.09, 0.71, -1.11], [-0.09, 0.38, 0.02], [-0.12, -0.47, -1.54], [-1.76, -1.42, 0.05], [-2.58, -0.71, -1.37], [-3.85, 0.53, 2.59], [-4.36, 1.48, 2.45], [-4.42, -0.05, 3.31], [-2.87, 0.73, 3.00], [-3.34, -1.24, 1.52]], "smiles": "CSC[C@H](C)N1CCC(Oc2cccc(C(=O)NCc3ccccn3)c2)CC1", "orbital_gap_ev": 8.73}

---

Calculated relative energies: i) 16.088; ii) 0.000, given in eV

---

i) {"formula": "C5H14O", "method": "ωB97M-V with the def2-TZVPD basis set", "elements": ["C", "C", "C", "H", "H", "H", "H", "H", "H", "H", "H", "C", "C", "O", "H", "H", "H", "H", "H", "H"], "xyz": [[1.75, 1.08, -0.43], [0.45, 1.96, -0.40], [2.03, 0.51, -1.88], [2.66, 1.74, -0.13], [1.67, 0.20, 0.42], [0.44, 2.58, 0.45], [-0.53, 1.32, -0.57], [2.13, -0.50, -1.99], [1.18, 0.55, -2.61], [0.18, 2.38, -1.32], [2.81, 0.94, -2.42], [-1.52, -0.86, 0.56], [-0.41, -1.96, 0.66], [-2.25, -0.76, 1.69], [-0.88, 0.16, 0.36], [-2.12, -0.97, -0.30], [0.13, -1.82, -0.25], [-2.82, 0.03, 1.61], [-0.88, -2.98, 0.74], [0.28, -1.85, 1.43]], "smiles": "CCC.CCO", "orbital_gap_ev": 10.44}

---

ii) {"formula": "C5H14O", "method": "ωB97M-V with the def2-TZVPD basis set", "elements": ["C", "C", "C", "C", "C", "H", "H", "H", "H", "H", "H", "H", "H", "H", "H", "H", "H", "H", "H", "O"], "xyz": [[1.49, -0.87, -0.43], [0.10, -0.87, 0.13], [-0.97, -0.01, -0.57], [-2.00, -0.74, -1.44], [2.55, -0.14, 0.41], [1.87, -1.87, -0.67], [1.60, -0.46, -1.44], [0.04, -0.65, 1.19], [-0.37, -1.85, 0.30], [-0.49, 0.78, -1.17], [-1.46, 0.62, 0.18], [-1.99, -1.79, -1.17], [-2.99, -0.35, -1.15], [-2.00, -0.59, -2.51], [3.52, -0.56, 0.17], [2.65, 0.93, 0.17], [2.42, -0.26, 1.48], [-0.67, 2.44, 2.17], [-1.73, 3.53, 2.42], [-1.57, 2.70, 1.94]], "smiles": "CCCCC.O", "orbital_gap_ev": 11.30}

---

iii) {"formula": "C5H14O", "method": "ωB97M-V with the def2-TZVPD basis set", "elements": ["C", "C", "C", "C", "C", "H", "H", "H", "H", "H", "H", "H", "H", "H", "H", "H", "H", "O", "H", "H"], "xyz": [[-0.33, -1.42, -1.07], [0.58, 0.55, 0.10], [-1.89, -0.01, 0.30], [-0.16, -1.41, 1.52], [-0.48, -0.55, 0.21], [-0.64, -0.80, -1.93], [-0.98, -2.31, -1.02], [0.71, -1.76, -1.24], [1.59, 0.17, -0.12], [0.62, 1.15, 1.02], [0.25, 1.20, -0.73], [-2.32, 0.48, -0.59], [-1.94, 0.70, 1.15], [-2.50, -0.89, 0.54], [-0.43, -0.88, 2.46], [0.88, -1.76, 1.61], [-0.82, -2.28, 1.41], [2.61, 2.98, -1.48], [1.85, 3.43, -1.04], [3.40, 3.42, -1.11]], "smiles": "CC(C)(C)C.O", "orbital_gap_ev": 11.51}

---

Calculated relative energies: i) 2.533; ii) 0.736; iii) 0.000, given in eV

---

i) {"formula": "C5H14O", "method": "ωB97M-V with the def2-TZVPD basis set", "elements": ["C", "C", "C", "O", "H", "H", "H", "H", "H", "H", "H", "H", "C", "C", "H", "H", "H", "H", "H", "H"], "xyz": [[-1.22, -0.81, -1.09], [-0.92, -1.85, -0.03], [-2.55, -1.08, -1.79], [-1.24, 0.54, -0.58], [-0.39, -0.79, -1.80], [-0.55, -2.75, -0.54], [-2.64, -0.62, -2.77], [-2.72, -2.15, -1.81], [-3.31, -0.63, -1.15], [-1.05, 0.54, 0.36], [-1.81, -2.12, 0.54], [-0.10, -1.54, 0.61], [1.81, 1.11, 0.98], [2.80, 2.18, 1.53], [1.03, 1.60, 0.41], [2.31, 0.44, 0.28], [1.42, 0.55, 1.82], [2.99, 2.04, 2.60], [2.35, 3.16, 1.38], [3.79, 2.18, 1.07]], "smiles": "CC(C)O.CC", "orbital_gap_ev": 11.11}

---

ii) {"formula": "C5H14O", "method": "ωB97M-V with the def2-TZVPD basis set", "elements": ["C", "C", "C", "H", "H", "H", "H", "H", "H", "H", "H", "C", "O", "C", "H", "H", "H", "H", "H", "H"], "xyz": [[-3.13, 1.46, -3.45], [-2.90, 1.74, -2.02], [-2.71, 3.15, -1.61], [-2.45, 2.01, -4.12], [-4.14, 1.94, -3.94], [-3.11, 0.35, -3.73], [-1.84, 1.35, -1.75], [-3.73, 1.23, -1.42], [-1.90, 3.66, -2.31], [-3.69, 3.85, -1.56], [-2.17, 3.15, -0.70], [3.37, -3.35, 3.29], [3.02, -3.91, 2.03], [3.59, -1.77, 3.04], [2.59, -3.65, 3.90], [4.33, -3.75, 3.93], [3.81, -3.46, 1.42], [2.76, -1.09, 3.20], [4.28, -1.22, 3.73], [4.04, -1.69, 2.06]], "smiles": "CCC.CCO", "orbital_gap_ev": 11.20}

---

iii) {"formula": "C5H14O", "method": "ωB97M-V with the def2-TZVPD basis set", "elements": ["C", "C", "C", "C", "C", "H", "H", "H", "H", "H", "H", "H", "H", "H", "H", "H", "H", "O", "H", "H"], "xyz": [[-1.02, 0.07, -0.26], [1.36, -0.51, -0.38], [0.57, 0.94, 1.54], [-0.08, -1.38, 1.54], [0.22, -0.22, 0.63], [-1.14, -0.80, -0.92], [-0.94, 0.98, -0.88], [-1.92, 0.16, 0.38], [0.97, -1.13, -1.20], [2.14, -1.07, 0.16], [1.83, 0.39, -0.82], [0.85, 1.77, 0.87], [1.49, 0.57, 2.03], [-0.11, 1.33, 2.31], [0.69, -1.64, 2.28], [-0.27, -2.26, 0.90], [-1.01, -1.12, 2.07], [-1.37, 1.67, -3.39], [-1.39, 0.96, -2.71], [-0.87, 1.28, -4.14]], "smiles": "CC(C)(C)C.O", "orbital_gap_ev": 11.75}

---

iv) {"formula": "C5H14O", "method": "ωB97M-V with the def2-TZVPD basis set", "elements": ["C", "C", "C", "O", "H", "H", "H", "H", "H", "H", "H", "H", "C", "C", "H", "H", "H", "H", "H", "H"], "xyz": [[1.58, 1.30, -0.81], [0.70, 0.19, -0.20], [1.00, 1.70, -2.18], [1.47, 2.41, 0.08], [2.59, 0.88, -0.79], [0.98, 0.17, 0.88], [0.20, 2.42, -2.18], [1.81, 2.37, -2.53], [0.85, 0.81, -2.78], [2.27, 2.94, 0.10], [0.88, -0.77, -0.66], [-0.31, 0.55, -0.05], [-1.80, -2.19, 0.70], [-1.72, -1.59, 2.09], [-2.58, -2.89, 0.42], [-1.76, -1.37, -0.03], [-0.88, -2.73, 0.47], [-1.64, -0.50, 2.09], [-2.66, -1.73, 2.63], [-0.97, -1.98, 2.77]], "smiles": "CC(C)O.CC", "orbital_gap_ev": 11.05}

---

Calculated relative energies: i) 0.312; ii) 2.457; iii) 0.000; iv) 0.872, given in eV

---

i) {"formula": "C5H14O", "method": "ωB97M-V with the def2-TZVPD basis set", "elements": ["C", "C", "C", "O", "H", "H", "H", "H", "H", "H", "H", "H", "C", "C", "H", "H", "H", "H", "H", "H"], "xyz": [[-0.66, 1.08, -1.13], [-1.34, -0.28, -1.43], [-1.20, 1.74, 0.12], [0.68, 0.94, -0.89], [-0.81, 1.76, -2.02], [-1.54, -0.67, -0.57], [-2.04, 1.25, 0.73], [-0.48, 1.87, 0.94], [-1.62, 2.77, -0.17], [0.97, 1.08, 0.03], [-0.58, -0.93, -2.14], [-2.25, -0.49, -2.09], [2.13, -1.34, 1.04], [0.61, -1.27, 1.18], [2.53, -0.25, 1.25], [2.48, -2.05, 1.85], [2.51, -1.57, 0.02], [0.02, -2.04, 1.62], [0.44, -0.30, 1.50], [0.15, -1.30, 0.17]], "smiles": "CC(C)O.CC", "orbital_gap_ev": 10.97}

---

ii) {"formula": "C5H14O", "method": "ωB97M-V with the def2-TZVPD basis set", "elements": ["C", "C", "H", "H", "H", "H", "H", "H", "C", "C", "C", "O", "H", "H", "H", "H", "H", "H", "H", "H"], "xyz": [[-2.54, 0.78, 2.44], [-1.09, 0.67, 2.97], [-2.91, 1.73, 2.08], [-2.64, 0.04, 1.63], [-3.20, 0.36, 3.20], [-0.39, 0.36, 2.19], [-1.14, -0.21, 3.60], [-0.67, 1.53, 3.47], [0.75, -0.66, -1.86], [2.05, -1.31, -1.34], [0.74, 0.84, -1.59], [0.71, -0.75, -3.32], [-0.15, -1.15, -1.54], [2.51, -0.61, -0.66], [1.72, 1.26, -1.79], [0.12, 1.36, -2.31], [0.46, 1.03, -0.55], [1.04, -1.59, -3.58], [2.76, -1.42, -2.16], [1.86, -2.27, -0.87]], "smiles": "CC(C)O.CC", "orbital_gap_ev": 11.19}

---

Calculated relative energies: i) 1.919; ii) 0.000, given in eV